{"formula": "C13H9F6FeN4O9S4", "method": "the ωB97M-V functional and the def2-TZVPD basis", "species": ["Fe", "O", "C", "C", "C", "N", "C", "C", "C", "O", "O", "C", "O", "O", "H", "H", "H", "F", "C", "F", "F", "S", "O", "O", "N", "S", "O", "O", "C", "F", "F", "F", "S", "C", "N", "C", "C", "N", "C", "S", "H", "H", "H", "H", "H", "H"], "coordinates": [[-0.240, -1.664, -1.769], [-3.730, 1.293, 2.998], [-2.972, 0.786, 1.979], [-1.764, 1.361, 1.618], [-1.059, 0.795, 0.574], [-1.480, -0.275, -0.095], [-2.637, -0.830, 0.273], [-3.417, -0.332, 1.303], [-3.087, -2.066, -0.512], [-4.187, -2.546, -0.198], [-2.265, -2.465, -1.378], [0.267, 1.383, 0.147], [0.786, 2.279, 0.789], [0.657, 0.813, -0.928], [-3.311, 2.105, 3.295], [-1.352, 2.237, 2.110], [-4.349, -0.827, 1.546], [-1.051, 2.714, -2.131], [-0.474, 2.609, -3.322], [0.329, 3.674, -3.487], [-1.469, 2.687, -4.232], [0.516, 1.075, -3.771], [-0.317, -0.059, -3.421], [0.631, 1.364, -5.172], [1.945, 1.140, -3.139], [2.467, 0.399, -1.800], [2.062, -0.999, -1.517], [3.128, 1.162, -0.761], [4.026, -0.093, -2.706], [3.778, -0.857, -3.778], [4.820, -0.805, -1.878], [4.749, 0.970, -3.118], [0.293, -3.278, -3.110], [-0.762, -1.705, 3.731], [0.382, -1.200, 3.004], [1.217, -0.160, 3.417], [2.115, 0.040, 2.440], [1.848, -0.892, 1.457], [0.775, -1.647, 1.774], [0.116, -2.908, 0.871], [-0.462, -2.039, 4.726], [-1.161, -2.544, 3.167], [-1.532, -0.940, 3.818], [1.066, 0.353, 4.352], [2.887, 0.781, 2.322], [2.218, -0.890, 0.511]], "fmax_ev_per_a": 1.8, "spin_multiplicity": 6, "total_charge": -2, "gap_ev": [6.23, 6.02], "energy_ev": -132051.4054, "de_lowest_ev": 0.000, "mol_weight_g_mol": 663.34}